No. 1
Density functional theory data (wB97M-V/def2-TZVPD) for a molecular structure, C13H28F3Li2NO5.

Geometry (Å):
Li  -2.50135  0.21689  -1.26006
Li  -1.17799  0.77531  1.03646
O  -0.88828  1.18948  -0.82592
H  -0.00846  1.40200  -1.19373
O  -2.53644  -0.55278  0.64426
H  -3.48602  -0.51000  0.87011
C  -1.58436  0.97904  3.84196
C  -0.70520  2.18852  3.62008
N  -0.03729  2.04418  2.27245
C  1.21406  1.31836  2.59501
C  1.89634  0.88658  1.31116
C  0.23339  3.41320  1.71728
C  -0.99423  4.09107  1.10719
H  -2.40925  0.94085  3.13048
H  -2.19873  1.02012  4.74138
H  -1.02784  0.04927  3.95986
H  -1.30767  3.09668  3.60122
H  -0.05373  2.32677  4.48297
H  2.02735  1.74018  3.18554
H  1.03142  0.39952  3.15222
H  2.71062  0.18971  1.50975
H  1.09012  0.41027  0.75326
H  2.28616  1.71248  0.71617
H  0.96082  3.27298  0.91772
H  0.77017  3.95381  2.49684
H  -0.78921  5.07146  0.67719
H  -1.76360  4.04310  1.87782
H  -1.53922  3.45282  0.41169
C  1.05441  -2.92379  0.46070
C  -0.15159  -2.56883  -0.44849
O  0.10398  -3.32869  -1.59597
C  -0.40798  -4.63181  -1.67474
O  -1.26529  -5.08140  -0.83331
C  0.05998  -5.40006  -2.98116
F  -0.84677  -6.31959  -3.36917
F  0.24025  -4.52023  -4.03817
F  1.14234  -6.16006  -2.83083
H  1.17298  -3.95951  0.77906
H  0.82112  -2.37218  1.37142
H  1.99029  -2.56781  0.02999
H  -0.14791  -1.51469  -0.72573
H  -1.10475  -2.80748  0.02335
C  0.12703  1.44732  -4.07880
C  0.72398  0.07988  -3.99210
O  0.62138  -0.78683  -4.82727
C  1.55252  -0.15997  -2.77828
H  0.84019  2.25827  -3.93100
H  -0.77085  1.50059  -3.46311
H  -0.21009  1.54916  -5.11034
H  1.90246  -1.19203  -2.75625
H  0.93216  -0.17211  -1.88212
H  2.40860  0.50995  -2.69805

Results
Relative energy (zero: lowest compared OMol25 entry of this formula, charge and spin), eV: 0.000
Gap between HOMO and LUMO, eV: 9.0

No. 2
Density functional theory data (wB97M-V/def2-TZVPD) for a molecular structure, C13H29AlIOPt.

Geometry (Å):
C  2.75187  -2.07750  0.59911
C  3.50046  -1.85809  -0.71752
C  4.12984  -0.48462  -0.90306
I  6.11455  -0.09364  -0.66815
Al  3.93254  0.99093  0.54419
C  2.29475  2.02074  -0.27048
C  1.51794  2.04970  1.01700
C  0.16253  2.73475  0.62467
C  -0.96756  1.72401  0.42530
C  -2.04437  2.21716  -0.54512
C  -2.88271  1.11794  -1.19723
C  -3.93951  0.48806  -0.28918
C  -3.41977  -0.56741  0.68347
C  -2.83534  -1.78730  -0.02299
O  -1.65905  -2.19785  0.62195
C  -0.89547  -3.15421  -0.08791
H  2.18233  -3.00435  0.53167
H  3.43504  -2.18659  1.43872
H  2.03984  -1.27674  0.80591
H  2.83022  -2.01902  -1.56011
H  4.28847  -2.60927  -0.77267
H  3.82376  -0.02347  -1.83637
H  3.86032  0.47993  2.03307
H  5.14466  2.08053  0.39447
H  1.82730  1.50843  -1.10759
H  2.65864  2.98698  -0.60884
H  1.32051  1.05196  1.41004
H  2.03690  2.62607  1.78132
H  -0.05698  3.45921  1.40990
H  0.28278  3.31184  -0.29558
H  -1.42069  1.55926  1.40437
H  -0.56604  0.76495  0.08247
H  -2.70799  2.91575  -0.02902
H  -1.55986  2.78868  -1.34303
H  -2.21499  0.35155  -1.60401
H  -3.39350  1.56110  -2.05372
H  -4.70604  0.01769  -0.91322
H  -4.44340  1.28392  0.26383
H  -4.22816  -0.88715  1.33926
H  -2.64391  -0.15822  1.33324
H  -3.55699  -2.67374  0.00790
H  -2.64077  -1.60850  -1.08415
H  -1.06217  -4.15734  0.31274
H  0.16115  -2.90286  0.02585
H  -1.14468  -3.15591  -1.15248
Pt  -5.30648  -3.20740  -0.02803

Results
Gap between HOMO and LUMO, eV: 2.4
Total charge: +1

No. 3
Density functional theory data (wB97M-V/def2-TZVPD) for a molecular structure, C13H29AuN5O7.

Geometry (Å):
O  0.38332  -1.56215  -3.72790
H  -0.42976  -1.96026  -4.15365
Au  -0.23718  0.11165  -0.45364
N  1.41163  -1.02106  -0.93782
N  -0.75522  -1.79965  0.20204
N  0.61918  1.97269  -0.38782
N  -1.46611  1.11315  0.89214
O  2.55905  -0.52881  -1.06062
O  1.76239  2.36845  -1.01816
O  -2.36632  0.45979  1.64537
O  -1.70709  -2.03831  1.03880
C  -0.06653  -2.77498  -0.45814
C  1.14825  -2.36716  -1.05149
C  -0.02073  2.87157  0.35540
C  -1.17587  2.39512  1.08390
C  2.10747  -3.26520  -1.73759
H  2.25585  -2.93428  -2.76628
H  1.74209  -4.29262  -1.76138
H  3.06405  -3.30058  -1.21238
C  -0.62250  -4.14115  -0.42297
H  -1.61148  -4.20302  -0.88365
H  -0.70099  -4.48687  0.60649
H  0.01414  -4.84115  -0.94773
C  0.56879  4.20999  0.58089
C  -1.89922  3.18919  2.10797
H  1.27906  4.48008  -0.19072
H  1.11104  4.26944  1.52599
H  -0.19723  4.97917  0.62256
H  -2.46860  2.57456  2.80163
H  -2.60652  3.88662  1.66227
H  -1.19433  3.77766  2.69002
H  2.24648  1.53364  -1.25861
H  -2.18712  -0.54735  1.40871
C  -1.70758  0.24598  -1.87368
H  -1.18110  -0.17875  -2.72957
H  -1.95055  1.28904  -2.05453
H  -2.52514  -0.39967  -1.56706
O  2.02243  0.71322  -3.79449
H  1.75840  -0.16863  -4.15287
H  1.15477  1.14110  -3.68405
C  1.41260  -0.46041  5.71709
N  0.91380  -0.14996  4.38608
C  -0.34961  0.52652  4.26410
C  1.52063  -0.38830  3.19671
C  2.82363  -1.09674  3.09471
O  0.91214  -0.00309  2.18236
H  0.67516  -0.07255  6.43733
H  2.38600  0.03411  5.85830
H  1.54081  -1.54993  5.83219
H  -0.24104  1.47538  3.72858
H  -1.07294  -0.05782  3.68703
H  -0.79447  0.73544  5.23631
H  2.63639  -2.03580  2.55987
H  3.46801  -0.53747  2.40778
H  3.22177  -1.20825  4.11017

Results
<S²>: 2.109
Spin multiplicity: 3
Relative energy (zero: lowest compared OMol25 entry of this formula, charge and spin), eV: 0.000
Gap between HOMO and LUMO (alpha / beta), eV: 6.2 / 5.1
Total charge: +1

No. 4
Density functional theory data (wB97M-V/def2-TZVPD) for 2 unconnected molecules or ions with the total composition C13H29BClNO6PS.

Geometry (Å):
C  2.74167  -2.34628  3.38902
O  3.67982  -1.81530  2.47260
C  3.33287  -1.91215  1.09930
C  3.39908  -0.54565  0.41742
C  2.61251  0.58548  1.10594
C  1.55849  1.20342  0.15456
C  0.40213  1.97536  0.83825
C  -1.01350  1.57765  0.32183
B  -2.01044  0.83426  1.37749
C  -3.27655  0.08406  0.67306
C  -2.92526  -0.91616  -0.44295
C  -3.58158  -2.27275  -0.22587
Cl  -3.49169  -0.30496  -2.08726
N  -2.49955  1.96759  2.39530
C  -3.36809  1.70238  3.19023
O  -4.28223  1.46646  3.88980
P  -1.12098  -0.53966  2.47118
O  -2.05553  -1.53240  3.06017
O  0.02304  -1.35373  1.60454
O  -0.24294  0.08678  3.71097
H  3.30254  -2.82875  4.19493
H  2.13723  -1.55698  3.83999
H  2.09329  -3.10087  2.94243
H  4.09613  -2.54116  0.61910
H  2.37511  -2.41268  0.94412
H  3.07784  -0.68234  -0.62035
H  4.45866  -0.27795  0.36575
H  3.32443  1.37632  1.35625
H  2.15267  0.26069  2.03609
H  2.07506  1.88518  -0.52556
H  1.17970  0.39886  -0.48438
H  0.47337  1.94065  1.92704
H  0.54226  3.02284  0.55488
H  -1.53585  2.51364  0.09496
H  -0.92212  1.04976  -0.63099
H  -3.91911  0.87032  0.26942
H  -3.82694  -0.50402  1.41050
H  -1.85206  -1.05817  -0.56438
H  -4.60736  -2.18385  0.12706
H  -3.60629  -2.81447  -1.17604
H  -2.98241  -2.87502  0.45960
H  0.06797  -1.00696  0.70428
H  0.69640  -0.07921  3.57408
C  0.60876  2.58485  -5.20575
S  -0.47554  1.37648  -4.42660
O  0.01659  1.18266  -3.04732
C  0.10043  -0.03161  -5.38697
H  0.44222  3.54184  -4.71574
H  1.64821  2.28062  -5.07856
H  0.35986  2.66565  -6.26443
H  1.17418  -0.15642  -5.24320
H  -0.12953  0.12740  -6.44108
H  -0.42698  -0.91166  -5.02472

Results
Relative energy (zero: lowest compared OMol25 entry of this formula, charge and spin), eV: 0.000
Gap between HOMO and LUMO, eV: 7.3
Total charge: -1